Entry 1:
ORCA calculation (wB97M-V/def2-TZVPD) on a molecular structure, C27H38N8O8PPbS3.

```
86
Properties=species:S:1:pos:R:3:forces:R:3
Pb -1.37233 0.89421 -1.33428 -0.037 -0.049 -0.072
N -1.20782 -1.64884 -3.10446 -0.035 0.034 -0.054
C -0.82058 -2.65632 -2.23671 -0.018 0.011 0.013
C -1.40532 -3.89959 -2.21599 0.017 -0.034 0.040
C -0.95238 -4.90137 -1.33368 -0.012 0.026 -0.024
C 0.09979 -4.67446 -0.49552 0.018 -0.017 0.030
C 0.70880 -3.39561 -0.47221 -0.011 0.000 0.018
C 1.81809 -3.08783 0.34885 0.008 0.027 -0.012
C 2.33600 -1.82800 0.33751 -0.003 -0.021 -0.010
C 1.70997 -0.84058 -0.45195 -0.032 0.013 0.025
N 0.68826 -1.08944 -1.23278 -0.022 -0.038 -0.023
C 0.21477 -2.36469 -1.29476 0.027 -0.039 0.002
H -1.83593 -1.95087 -3.83303 -0.058 -0.032 0.017
H -0.42932 -1.13679 -3.51195 0.028 0.033 0.005
H -2.20298 -4.12305 -2.91487 0.003 0.011 -0.010
H -1.43058 -5.87306 -1.35427 0.000 -0.001 0.001
H 0.48254 -5.45489 0.15103 -0.001 0.003 0.003
H 2.24387 -3.86521 0.97345 -0.002 -0.001 0.002
H 3.18951 -1.55666 0.94403 0.002 -0.004 0.006
H 2.03483 0.19009 -0.39477 0.008 0.016 -0.009
O -0.41482 2.95971 1.96199 -0.015 0.002 -0.001
S -0.25127 2.98798 0.51648 -0.165 0.119 -0.037
O 0.56762 4.08682 0.02867 0.024 -0.026 0.017
O 0.33440 1.65696 0.04607 0.021 -0.070 -0.052
O -1.60859 3.00167 -0.17190 0.126 -0.034 0.086
C -3.48698 -2.26240 3.76170 0.020 0.019 0.019
N -3.24142 -2.11258 2.34081 -0.045 -0.030 -0.020
C -2.75143 -3.32118 1.69548 0.006 -0.013 -0.005
P -2.71241 -0.62805 1.79250 -0.044 0.038 0.103
O -2.26005 -0.80791 0.38107 0.067 0.027 0.003
N -4.00693 0.37009 2.06691 0.041 -0.033 -0.024
C -5.33716 -0.08764 1.68878 -0.007 -0.007 0.000
C -3.81036 1.79393 1.76488 -0.014 0.025 0.006
N -1.53163 0.00159 2.74042 -0.021 -0.022 -0.003
C -0.14012 -0.33635 2.46611 -0.021 0.008 0.024
C -1.72092 0.75780 3.96484 0.010 0.043 0.009
H -2.57023 -2.50581 4.31565 -0.003 0.000 0.001
H -4.20864 -3.06660 3.92896 0.000 0.000 -0.001
H -3.90102 -1.34183 4.17292 -0.002 0.000 -0.003
H -1.82340 -3.68292 2.15720 0.004 -0.006 -0.008
H -2.55752 -3.12791 0.64382 0.005 -0.007 -0.005
H -3.50390 -4.11065 1.78168 0.005 0.001 0.002
H -5.46846 -1.13502 1.94909 0.000 0.002 0.000
H -5.51765 0.03284 0.61434 0.001 0.006 -0.002
H -6.07937 0.50770 2.22569 0.002 0.002 0.001
H -2.78691 2.10750 1.95959 0.011 0.006 -0.008
H -4.48794 2.38428 2.38712 -0.001 -0.005 0.006
H -4.02601 2.01078 0.71368 0.007 -0.007 0.010
H -0.06733 -0.87554 1.52542 0.001 0.004 0.007
H 0.26359 -0.96522 3.26990 -0.001 -0.007 -0.005
H 0.44550 0.57946 2.38149 0.012 0.004 -0.017
H -2.77506 0.96787 4.12822 -0.007 -0.017 0.000
H -1.18062 1.70419 3.88450 -0.005 -0.006 -0.005
H -1.33970 0.19718 4.82711 0.004 -0.013 -0.006
O 2.60910 -2.21397 -3.44924 0.008 -0.008 -0.007
S 2.78170 -0.97039 -4.15366 0.025 0.005 -0.029
O 3.61320 -0.97834 -5.32661 -0.007 -0.003 0.004
N 1.30887 -0.30971 -4.49410 0.023 -0.013 -0.008
C 1.13397 0.82140 -3.86293 -0.019 0.088 -0.029
S -0.28682 1.75604 -3.98121 0.067 -0.031 0.027
C 2.27425 1.23440 -2.98459 0.009 -0.014 0.012
C 2.36524 2.32153 -2.13397 -0.011 -0.003 0.014
C 3.50568 2.44259 -1.34771 0.000 -0.006 -0.004
C 4.53285 1.50638 -1.42456 -0.006 -0.004 0.004
C 4.44014 0.41127 -2.28019 -0.005 0.010 0.000
C 3.29561 0.30422 -3.04016 0.020 0.001 0.004
H 1.55726 3.03340 -2.03575 0.003 0.002 -0.007
H 3.56889 3.26669 -0.64918 0.004 0.001 -0.001
H 5.40864 1.62125 -0.79769 0.001 0.002 -0.002
H 5.22309 -0.33383 -2.33400 0.002 -0.002 -0.003
N -3.57764 2.53827 -2.63064 -0.008 0.029 0.001
C -2.98008 3.48796 -2.91717 0.004 -0.027 0.007
N -2.34973 4.60317 -3.26288 -0.007 0.020 -0.006
C -2.13837 4.84298 -4.69359 0.013 -0.001 -0.016
C -1.88736 6.32766 -4.88272 0.006 -0.004 0.001
O -0.78914 6.77234 -4.11377 0.002 0.007 -0.006
C -1.00886 6.53630 -2.72660 0.000 -0.002 0.004
C -1.22366 5.07009 -2.43262 -0.008 -0.010 0.016
H -3.02668 4.53223 -5.24358 0.000 0.003 0.000
H -1.27746 4.26469 -5.04646 -0.006 0.007 0.000
H -2.79057 6.88862 -4.60294 -0.004 -0.001 0.000
H -1.64928 6.53804 -5.92542 -0.001 -0.001 0.000
H -1.87940 7.11757 -2.39295 0.001 0.002 -0.004
H -0.12257 6.88918 -2.20298 -0.001 -0.002 0.002
H -1.45041 4.89710 -1.38438 0.008 0.008 -0.012
H -0.32688 4.49384 -2.67799 -0.010 0.006 -0.003
```
Forces are in eV/Å.

Properties
F_max	0.2	eV/Å
frontier orbital gap	7.941	eV
HOMO level	-5.553	eV
net charge	-1



Entry 2:
ORCA calculation (wB97M-V/def2-TZVPD) on a molecular structure, AuBClF2HO8S in a non-equilibrium geometry.

```
15
Properties=species:S:1:pos:R:3:forces:R:3
Au -0.99853 0.60106 0.44745 0.091 7.137 5.572
F -2.24923 0.61916 3.25925 3.259 -0.338 -0.859
B -0.99853 0.60106 2.53725 -0.534 1.807 1.130
F 0.25217 0.58296 3.25925 -3.786 -0.296 -1.589
O -0.86653 -0.48674 -2.26985 -0.877 -0.284 0.896
Cl -1.01443 -1.46594 -1.21065 3.801 -3.455 -4.159
O -1.59133 -2.68084 -1.75265 -0.482 0.431 0.408
O 0.28547 -1.76094 -0.64015 -1.847 -0.518 -0.155
O -1.88553 -0.93524 -0.18005 -4.522 -5.464 -1.257
O 2.18547 0.19346 -2.08835 -0.790 0.164 0.349
S 2.16527 0.60106 -0.67175 5.702 -0.126 -2.196
O 2.96787 -0.34594 0.12355 -0.864 0.015 0.474
O 0.77547 0.60106 -0.18005 2.037 0.377 -0.574
O 2.73247 1.95566 -0.54195 -0.697 0.274 0.331
H -1.76003 1.92016 -0.09135 -0.491 0.276 1.630
```
Forces are in eV/Å.

Properties
F_max	9.1	eV/Å
frontier orbital gap (spin up / spin down)	5.222 / 5.218	eV
HOMO level (spin up / spin down)	-0.888 / -0.887	eV
net charge	-2